Entry 1:
Below is a molecular structure, C41H37N7ORuSe, with properties calculated with ωB97M-V/def2-TZVPD.

## Properties
Orbital gap (alpha / beta): 6.69 / 6.66 eV
Energy relative to the best compared isomer or geometry (same formula, charge and spin): 51.5 kJ/mol
Total charge: +1
Spin multiplicity: 2
⟨S²⟩: 0.7623
HOMO level (alpha / beta): -9.647 / -9.596 eV

Element x y z (Å)
H (-6.109, -3.879, 1.253)
C (4.590, 1.727, 1.941)
H (6.056, 0.810, -0.161)
C (0.491, -2.085, -4.325)
H (-4.855, -5.908, 2.151)
H (-3.309, 0.629, -5.625)
H (0.428, -2.652, -5.244)
N (0.642, -0.576, -1.994)
Se (-1.185, 2.018, -1.299)
H (3.698, 5.957, -0.468)
C (3.001, 1.756, 3.722)
H (2.611, -1.818, -4.433)
C (-3.392, -2.175, 1.779)
H (2.735, 2.257, -2.369)
H (-1.650, 0.767, 1.941)
C (0.366, 3.312, 1.400)
H (-3.268, -5.536, 2.819)
H (3.993, 4.343, -2.321)
C (4.245, -0.458, -2.714)
H (-1.620, -2.168, -3.877)
C (-1.799, 2.631, 2.950)
C (-1.256, 3.904, 3.069)
H (-3.414, -6.586, 1.406)
N (-4.165, -3.257, 1.575)
C (-1.206, 1.601, -3.164)
C (-1.226, 1.752, 2.057)
C (-5.598, -3.115, 1.841)
C (4.256, 2.089, 3.233)
C (-1.078, -3.121, 2.315)
C (-1.308, -1.299, 0.797)
H (-2.678, -4.365, 0.635)
H (2.035, 5.504, 1.283)
H (0.713, 1.316, -5.931)
H (1.862, -1.758, 1.351)
H (-5.627, -4.205, 3.720)
C (-0.643, -1.824, -3.570)
H (-2.663, 2.316, 3.515)
H (-5.911, -2.138, 1.472)
H (1.111, 0.867, 3.211)
H (-1.687, 4.627, 3.748)
C (3.645, 1.061, 1.168)
Ru (0.783, 0.841, -0.141)
H (2.706, 1.998, 4.732)
C (2.564, 2.950, -1.553)
H (4.968, 2.617, 3.851)
N (2.408, 0.797, 1.621)
C (-0.068, 1.658, -3.963)
C (1.748, -0.867, -2.703)
H (-4.305, -4.669, 0.065)
C (-2.389, 0.919, -5.129)
H (5.561, 1.975, 1.540)
C (-0.519, -1.062, -2.422)
H (0.240, 5.240, 2.321)
C (-3.707, -4.498, 0.966)
H (-1.502, -3.878, 2.961)
C (-3.818, -5.700, 1.893)
N (-1.298, 0.920, -5.883)
C (-0.166, 1.296, -5.296)
C (3.921, 0.571, -0.198)
H (4.350, -0.862, -3.708)
H (-1.390, -0.789, -1.842)
H (6.336, -0.068, -2.462)
C (1.641, 2.638, -0.554)
C (0.296, -2.954, 2.224)
H (-1.923, -0.596, 0.244)
C (-2.399, 1.234, -3.779)
N (2.846, 0.152, -0.881)
N (-0.156, 2.066, 1.314)
C (5.198, 0.492, -0.732)
H (-3.318, 1.180, -3.211)
C (1.439, 3.607, 0.447)
C (3.117, 5.047, -0.496)
N (0.011, -1.109, 0.734)
C (2.181, 4.787, 0.486)
C (-5.936, -3.241, 3.319)
C (3.285, 4.133, -1.531)
C (2.998, -0.374, -2.103)
H (0.976, -3.589, 2.774)
C (0.797, -1.935, 1.433)
H (-5.443, -2.453, 3.885)
C (-1.902, -2.273, 1.587)
C (-0.176, 4.245, 2.283)
H (-7.011, -3.142, 3.466)
C (5.354, -0.010, -2.016)
H (0.879, 1.971, -3.548)
O (-3.829, -1.092, 2.145)
C (2.110, 1.118, 2.877)
C (1.710, -1.609, -3.878)

Forces on atoms 1 to 3 (eV/Å):
-0.005 0.001 0.029
-0.144 -0.104 -0.076
0.048 0.009 0.019


Entry 2:
Below is a molecular structure, C41H38BErN6O9S, with properties calculated with ωB97M-V/def2-TZVPD.

## Properties
Orbital gap: 5.10 eV
Total charge: -2
Spin multiplicity: 4
⟨S²⟩: 3.7526
HOMO level: -1.424 eV

Element x y z (Å)
C (-1.322, -4.623, 0.412)
H (-0.356, -4.787, 0.759)
C (-0.815, -2.303, -2.662)
H (1.161, 3.817, 5.257)
N (-0.954, 2.368, 0.116)
N (2.215, -0.090, -2.516)
C (-6.999, 0.170, 2.763)
B (0.092, -2.065, 0.242)
H (1.351, -0.200, -5.812)
H (-2.691, -0.530, 0.919)
C (5.060, 2.876, -1.052)
C (0.906, 1.558, -3.675)
H (-0.820, -5.168, -2.703)
H (-2.913, 4.023, 1.000)
C (3.939, 2.112, -0.694)
H (-4.796, 3.075, -0.120)
H (3.126, -3.318, 2.364)
N (0.992, 1.978, 1.897)
C (-2.967, -3.425, -1.028)
C (2.546, -1.698, -4.797)
H (-1.631, -5.508, -0.147)
C (-0.460, -3.298, -1.604)
H (6.036, 2.403, -0.929)
C (2.830, -2.623, -6.022)
H (-1.834, -2.515, -3.104)
O (-2.838, 2.750, -1.575)
C (1.718, 0.248, -3.742)
O (0.608, -2.739, -0.825)
C (-3.557, 1.381, 0.503)
Er (1.035, 0.940, -0.567)
H (-6.562, 2.614, 1.476)
H (-1.982, -4.514, 1.283)
C (-1.558, -3.441, -0.487)
H (1.020, -4.094, 3.732)
O (4.371, -1.261, 1.367)
H (-7.346, -0.843, 2.470)
C (1.981, 1.763, 2.706)
H (-0.759, -1.241, -2.242)
C (2.068, -1.662, 1.484)
O (-1.779, 0.544, -1.328)
N (2.708, 2.568, -0.657)
C (-0.009, -1.001, 2.426)
H (0.308, -5.352, -1.390)
C (-2.043, 4.636, 2.950)
H (-7.759, 0.819, 2.434)
C (3.216, -0.989, 1.021)
C (-3.514, 0.113, 1.098)
O (0.514, 2.070, -4.698)
O (4.079, -2.816, -6.258)
H (0.768, -4.489, -2.947)
H (2.829, 2.155, 4.676)
C (0.049, 2.961, 2.206)
H (-3.616, -3.603, -0.154)
C (1.088, 3.275, 4.346)
N (3.050, 0.125, 0.217)
O (1.837, -3.095, -6.564)
C (-2.147, 3.860, 1.782)
H (-0.962, 4.953, 4.715)
C (4.847, 4.191, -1.394)
H (3.811, -2.893, -3.371)
C (3.159, -2.014, -3.554)
C (-5.758, 0.613, 2.021)
H (-2.829, 5.287, 3.273)
H (1.497, 4.254, -1.093)
C (-0.018, -4.638, -2.184)
C (-0.958, 4.475, 3.773)
H (4.848, 1.042, 0.890)
H (-0.623, -0.155, 2.642)
H (3.313, 5.706, -1.600)
C (1.800, -0.521, -4.828)
C (2.083, 2.424, 3.965)
H (-6.898, 0.165, 3.866)
C (3.548, 4.661, -1.423)
C (0.056, -2.110, 3.262)
C (2.895, -1.209, -2.442)
O (0.682, 1.942, -2.437)
C (2.152, -2.814, 2.289)
H (-0.132, -2.307, -3.537)
C (-5.733, 1.898, 1.354)
O (-1.327, -2.259, 0.274)
H (3.198, -1.582, -1.503)
H (5.610, 4.861, -1.604)
C (-1.084, 3.035, 1.322)
H (-4.634, -1.163, 2.431)
C (0.080, 3.592, 3.463)
S (-2.244, 1.794, -0.702)
H (-0.630, -2.143, 4.175)
C (1.083, -3.125, 3.134)
C (-4.631, -0.212, 1.910)
C (4.234, 0.816, -0.018)
H (2.732, 0.999, 2.444)
H (-3.180, -2.390, -1.423)
C (-4.640, 2.206, 0.521)
H (5.047, 0.287, -0.573)
N (0.699, -1.155, 1.130)
C (2.508, 3.831, -1.065)
H (-3.075, -4.253, -1.705)

Forces on atoms 1 to 3 (eV/Å):
-2.394 -0.544 -0.421
1.908 0.134 0.497
-0.714 1.579 -1.254


Entry 3:
Below is a molecular structure, C41H38CdN12O5S2, with properties calculated with ωB97M-V/def2-TZVPD.

## Properties
Orbital gap (alpha / beta): 3.83 / 5.16 eV
Energy relative to the best compared isomer or geometry (same formula, charge and spin): 546.3 kJ/mol
Total charge: -2
Spin multiplicity: 1
HOMO level (alpha / beta): -0.172 / -1.511 eV

Element x y z (Å)
C (0.108, -1.413, -5.205)
N (0.940, -0.165, 3.186)
O (-3.809, 5.823, 1.236)
H (-3.108, -0.853, 3.271)
C (5.718, -7.184, -0.160)
C (-4.598, 5.017, -0.875)
C (-4.068, 5.914, -1.793)
H (-0.700, 2.617, 5.994)
C (-3.649, 5.452, -3.030)
C (6.114, -5.471, 1.472)
H (2.109, -4.842, 1.145)
Cd (0.292, -0.508, 1.042)
C (2.348, -1.033, -4.401)
N (-1.653, 0.268, -0.538)
H (3.764, -7.200, -1.041)
H (3.944, -3.130, -3.583)
H (-0.093, -1.856, -7.298)
C (-0.996, 5.128, 5.211)
H (-3.324, 3.736, -4.268)
C (-1.686, 2.711, 5.534)
N (2.574, -3.868, -0.627)
N (-5.431, 5.214, 2.585)
C (3.751, -3.020, -2.514)
H (0.590, -0.957, -3.174)
C (-2.996, 4.336, 4.172)
H (4.474, -4.143, 1.864)
O (0.508, 1.632, 0.943)
C (-2.541, 0.030, 3.502)
H (4.702, -3.163, -1.978)
C (-4.168, 1.710, -2.669)
C (-4.241, 3.196, -2.409)
C (0.502, -1.448, 3.818)
H (6.062, -8.039, -0.731)
H (-0.031, 0.232, -1.934)
C (2.825, -1.242, -5.692)
C (3.962, -5.612, 0.387)
S (2.145, -2.389, 1.573)
C (-4.717, 3.673, -1.200)
C (-2.237, 6.576, 3.744)
H (-5.107, 2.987, -0.458)
H (-0.952, -1.479, -5.000)
H (0.395, 0.637, 3.472)
H (-2.344, 7.523, 3.229)
N (-1.851, 0.963, -2.678)
C (0.982, -1.117, -4.172)
N (-0.132, -1.939, -0.881)
N (-1.588, 0.535, 2.675)
C (-1.891, 4.096, 4.976)
H (1.758, -3.843, -2.534)
H (6.771, -4.983, 2.183)
C (2.484, -2.598, -0.097)
C (-0.781, -2.143, 3.097)
C (4.824, -4.998, 1.295)
C (3.304, -0.730, -3.268)
C (-3.155, 5.551, 3.529)
C (-3.719, 4.098, -3.327)
C (-1.141, 1.581, 3.348)
H (1.916, 0.056, 3.329)
C (2.728, -4.025, -2.053)
N (-1.801, 1.688, 4.514)
N (3.244, -1.705, -2.217)
H (-3.666, 0.709, -0.009)
O (-1.643, -2.565, 3.885)
H (2.341, -1.696, -7.735)
H (-4.069, 1.512, -3.735)
H (0.291, -1.257, 4.874)
N (-2.711, 0.689, 4.631)
O (-0.775, -2.248, 1.843)
H (-0.459, 7.160, 4.777)
C (-2.872, 0.694, -0.741)
C (-4.216, 5.624, 2.516)
C (0.591, -1.625, -6.490)
N (-5.868, 5.057, 1.269)
H (-3.954, 6.959, -1.535)
H (-5.067, 1.200, -2.315)
S (2.272, 0.181, -0.553)
C (4.422, -6.708, -0.333)
H (7.578, -6.933, 0.882)
H (3.890, -1.175, -5.890)
O (-0.551, -3.453, -2.700)
C (2.568, -5.058, 0.182)
C (-1.065, 0.464, -1.751)
C (6.568, -6.566, 0.743)
H (1.314, -2.165, 3.761)
H (-0.135, 4.966, 5.849)
H (4.329, -0.703, -3.666)
H (3.095, 0.256, -2.854)
C (1.955, -1.536, -6.734)
C (-1.174, 6.367, 4.603)
H (-2.439, 2.496, 6.290)
H (1.934, -5.810, -0.303)
H (-3.706, 3.540, 3.982)
C (2.690, -1.465, -0.972)
H (-3.222, 6.141, -3.747)
C (-4.879, 5.386, 0.518)
C (-0.337, -2.685, -1.765)
N (-3.025, 1.124, -2.012)
H (3.042, -5.040, -2.304)
H (-0.377, 2.275, 3.017)

Forces on atoms 1 to 3 (eV/Å):
0.001 0.048 -0.108
0.439 -0.799 1.187
-0.005 -0.194 0.009


Entry 4:
Below is a molecular structure, C41H38FMoN7O6S4Se2, with properties calculated with ωB97M-V/def2-TZVPD.

## Properties
Orbital gap (alpha / beta): 5.35 / 5.47 eV
Energy relative to the best compared isomer or geometry (same formula, charge and spin): 34.8 kJ/mol
Total charge: +2
Spin multiplicity: 3
⟨S²⟩: 2.0253
HOMO level (alpha / beta): -11.085 / -11.140 eV

Element x y z (Å)
C (0.170, 0.446, -3.005)
C (1.977, -1.733, 4.849)
H (2.806, -1.308, -6.638)
C (-6.451, 3.623, 5.276)
H (6.580, -2.513, 1.203)
C (-4.941, 2.732, 1.910)
C (-0.100, -1.031, 1.179)
H (2.821, -2.412, 4.745)
S (-0.580, 1.537, -1.856)
H (3.960, -1.456, 3.269)
H (-0.529, -1.876, 4.405)
C (-4.216, -0.798, 1.245)
C (1.320, 1.972, -8.020)
S (-2.426, 2.601, 0.938)
Se (-3.569, 1.453, -3.165)
H (-1.982, -4.012, -3.590)
S (1.875, -2.747, -4.911)
H (-3.751, 3.899, 5.398)
O (-0.720, -0.836, 0.066)
C (4.127, -0.673, 1.292)
C (7.788, -0.245, 0.438)
C (7.435, -1.200, 2.700)
C (2.389, -0.387, -7.012)
C (6.246, -1.779, 1.942)
C (3.353, -0.128, 0.229)
H (8.330, 0.521, -0.109)
O (-3.154, 2.273, -0.312)
H (-2.095, -2.762, -1.447)
C (2.018, -1.189, 2.397)
C (-2.238, -1.328, 2.510)
O (-1.457, 3.642, 0.836)
C (-3.593, 2.952, 2.168)
H (1.258, -2.225, 5.497)
H (7.454, 0.817, 2.178)
H (-5.263, 2.405, 0.929)
H (-7.324, 2.980, 5.165)
H (-6.020, 3.461, 6.263)
H (2.586, 1.645, -9.726)
H (8.230, -1.211, 0.208)
C (-5.329, -1.746, 1.490)
H (3.511, -0.469, -8.826)
C (-5.856, 2.949, 2.927)
N (-4.179, -0.221, -0.099)
H (7.159, -0.830, 3.685)
C (-2.223, -2.958, -3.588)
N (7.975, -0.021, 1.916)
C (0.912, 1.506, -6.782)
N (-2.569, -0.968, -2.335)
C (-6.431, -1.669, 0.751)
H (5.615, -2.313, 2.641)
H (6.017, 0.864, -0.043)
C (-2.422, -2.259, -4.765)
H (1.493, 0.224, 5.615)
C (-0.014, -1.652, 3.479)
H (-4.201, -0.015, 2.006)
H (-6.911, 2.790, 2.736)
H (2.883, -0.546, 6.387)
C (-3.147, 3.374, 3.419)
H (-6.797, 4.658, 5.234)
H (6.107, -0.723, -0.793)
H (0.893, 2.890, -8.404)
C (3.421, -1.138, 2.389)
N (1.050, -0.106, -4.953)
H (-5.213, -2.427, 2.324)
C (2.785, 0.096, -8.255)
C (-4.080, 3.573, 4.418)
C (1.287, -1.305, -4.354)
H (3.040, 0.168, 4.774)
C (2.264, 1.274, -8.762)
H (-3.029, -0.352, -5.593)
H (1.466, 0.255, -0.619)
H (-2.311, -2.754, -5.723)
F (3.963, 0.461, -0.813)
C (-5.389, -0.126, -0.772)
C (-0.753, -1.427, 2.339)
N (1.312, -1.600, 3.524)
Se (-5.671, 0.852, -2.410)
Mo (-2.225, 0.213, -0.555)
C (2.005, -0.196, 0.208)
N (5.529, -0.691, 1.280)
S (0.746, -1.168, -2.720)
C (1.303, -0.808, 1.256)
C (-2.291, -2.273, -2.392)
O (-2.749, -1.120, 3.570)
C (1.456, 0.327, -6.277)
C (-2.799, -0.922, -4.704)
N (0.402, 0.853, -4.201)
O (-1.827, 1.238, 1.306)
H (-7.277, -2.311, 0.961)
H (-7.420, -0.649, -0.941)
H (0.182, 2.055, -6.210)
C (-5.443, 3.368, 4.188)
H (8.954, 0.148, 2.148)
H (-2.092, 3.550, 3.595)
C (-2.906, -0.325, -3.466)
C (-6.505, -0.752, -0.373)
C (6.293, -0.171, 0.129)
C (2.376, -0.390, 5.435)
H (8.235, -1.929, 2.807)
O (-2.888, -1.466, 1.342)

Forces on atoms 1 to 3 (eV/Å):
-0.188 0.141 -0.055
-0.053 -0.087 -0.191
-0.015 0.114 -0.037


Which formula does entry 1 have?
C41H37N7ORuSe


What is the total charge in the second record?
-2


Among the records above, which one has the lowest spin multiplicity?
C41H38CdN12O5S2